(1)
This record from OMol25 describes a molecular structure, C4H6ClNS in a non-equilibrium geometry. The level of theory is wB97M-V/def2-TZVPD.

```
! RIJCOSX wB97M-V def2-TZVPD def2/J DEFGRID3
* xyz 0 1
C -1.212 -1.154 0.789
C 0.232 -0.797 1.055
C 0.935 0.178 0.487
C 0.402 0.919 -0.558
H -1.901 -0.893 -0.218
H -1.310 -2.318 1.193
H -1.934 -0.652 1.656
H 1.943 0.210 0.644
H 1.114 1.881 -0.765
H -2.019 2.503 -2.319
N -0.851 0.901 -1.085
S -0.698 1.930 -2.452
Cl 1.123 -1.929 2.118
*
```

## Properties
E_LUMO (eV): -0.4
Orbital gap (eV): 8.006
DFT total energy (eV): -29089.454
Energy above the lowest of the compared OMol25 structures with the same formula, charge and spin (kcal per mole): 75.84
E_HOMO (eV): -8.4

(2)
This record from OMol25 describes 2 unconnected molecules or ions with the total composition C7H13ClNP in a non-equilibrium geometry. The level of theory is wB97M-V/def2-TZVPD.

```
! RIJCOSX wB97M-V def2-TZVPD def2/J DEFGRID3
* xyz 0 1
C -1.304 -1.696 1.533
C -0.898 -0.612 0.915
C 2.246 1.062 -0.306
C 1.207 -1.083 -0.994
C 0.218 0.306 0.945
C -2.424 -0.086 -0.654
C 1.499 -0.181 0.170
N -1.547 2.203 -0.775
P -2.676 1.454 0.020
Cl -3.626 -1.305 -0.351
H -2.265 -2.006 1.489
H -0.625 -2.188 2.292
H 1.462 1.534 -1.006
H 3.209 0.853 -0.679
H 2.328 1.708 0.507
H 0.919 -0.368 -1.814
H 0.615 -1.993 -0.688
H 2.192 -1.497 -1.431
H 0.509 0.529 1.962
H 0.109 1.229 0.296
H -1.977 -0.250 -1.675
H 2.078 -0.749 0.827
H -1.250 3.138 -0.584
*
```

## Properties
E_LUMO (eV): 0.0
Orbital gap (eV): 8.797
DFT total energy (eV): -30766.570
Energy above the lowest of the compared OMol25 structures with the same formula, charge and spin (kcal per mole): 46.06
E_HOMO (eV): -8.8

(3)
This record from OMol25 describes 2 unconnected molecules or ions with the total composition C5H13NO in a non-equilibrium geometry. The level of theory is wB97M-V/def2-TZVPD.

```
! RIJCOSX wB97M-V def2-TZVPD def2/J DEFGRID3
* xyz 0 1
C -0.577 2.002 -0.955
C 0.800 2.445 -0.583
N 1.146 2.245 0.728
O 1.607 2.883 -1.372
H -1.205 1.745 -0.096
H -0.546 1.085 -1.536
H -1.101 2.732 -1.564
H 2.099 2.477 0.968
H 0.513 2.033 1.478
C 0.497 -1.813 1.328
C 0.145 -1.692 -0.152
C -1.324 -1.901 -0.462
H 0.015 -1.043 1.917
H 1.573 -1.653 1.491
H 0.325 -2.813 1.713
H 0.442 -0.681 -0.443
H 0.784 -2.349 -0.746
H -1.792 -2.795 -0.067
H -1.893 -1.039 -0.113
H -1.506 -1.866 -1.536
*
```

## Properties
E_LUMO (eV): 0.8
Orbital gap (eV): 10.703
DFT total energy (eV): -8933.910
Energy above the lowest of the compared OMol25 structures with the same formula, charge and spin (kcal per mole): 2.32
SMILES: CC(N)=O.CCC
E_HOMO (eV): -9.9